{
  "formula": "CH6S3",
  "method": "ωB97M-V/def2-TZVPD",
  "elements": ["C", "S", "H", "H", "H", "H", "S", "S", "H", "H"],
  "coordinates": [[0.047, -1.661, -0.149], [0.219, -0.917, -1.837], [0.604, -2.553, -0.224], [0.504, -1.076, 0.650], [-0.963, -1.826, 0.094], [0.113, 0.345, -1.445], [-1.088, 2.102, 1.002], [0.962, 1.924, 0.853], [-1.532, 0.833, 1.223], [1.135, 2.829, -0.166]],
  "forces_ev_per_a": [[0.902, 1.335, -0.685], [-0.034, -0.386, 0.707], [0.353, -1.243, 0.091], [0.096, 0.261, -0.341], [-1.259, -0.393, 0.168], [-0.070, 0.396, 0.042], [-0.829, 0.302, 0.228], [0.462, 0.225, -0.259], [0.725, 0.196, -0.372], [-0.344, -0.694, 0.422]],
  "lumo_energy_ev": 0.19,
  "energy_ha": -1236.2251,
  "charge": 0,
  "max_force_ev_per_a": 1.8,
  "smiles": "CS.SS",
  "relative_energy_kj_mol": 48.1,
  "homo_energy_ev": -8.9,
  "orbital_gap_ev": 9.10
}